Density functional theory data (ωB97M-V with the def2-TZVPD basis set) for C29H56CdN3O9P2Si3 as an isolated structure in a non-equilibrium geometry.

Output
maximum force = 2.87 eV/A
LUMO = 2.1545 eV
gap between HOMO and LUMO = 8.1212 eV
energy above the lowest of the compared OMol25 structures with the same formula, charge and spin = 0.00 kcal per mole

Geometry as ORCA input:
```
! RIJCOSX wB97M-V def2-TZVPD def2/J DEFGRID3
* xyz -1 1
Cd 0.9593 0.7125 -0.9472
C 5.4507 1.4046 4.4931
P 4.4316 1.3741 2.9847
C 3.0557 2.5118 3.3605
C 3.5396 -0.2773 3.2528
C 2.3258 -0.5244 2.2758
P 2.7955 -0.8416 0.4714
C 4.5659 -0.8626 0.3802
C 2.3266 -2.6451 0.1992
H 4.8324 1.4629 5.3936
H 6.0433 2.3279 4.4614
H 6.1395 0.5541 4.5205
H 2.5501 2.3775 4.3347
H 2.4373 2.5268 2.4525
H 3.4300 3.5425 3.4378
H 3.3182 -0.4849 4.3051
H 4.2806 -1.0250 2.9855
H 1.6105 0.3617 2.2504
H 1.7804 -1.4047 2.6981
H 4.9108 -1.6126 0.9888
H 4.9621 0.1046 0.6574
H 4.8797 -1.2002 -0.5958
H 2.9807 -3.2177 0.8752
H 2.4840 -2.9867 -0.8044
H 1.2734 -2.6860 0.4196
C -1.9086 2.7219 -1.2677
O -1.8846 2.4965 -2.6844
Si -0.4501 2.6100 -3.5731
C 0.1701 4.3935 -3.2476
C -0.9925 2.4536 -5.3841
C 0.7493 1.2732 -3.1582
Si 0.3438 -0.3890 -3.9511
C -1.5218 -0.7080 -3.6006
C 1.2515 -1.8968 -3.2445
C 0.8164 -0.5322 -5.7992
Si 2.4959 1.8333 -3.3740
C 3.8451 0.5397 -3.4901
C 3.0471 2.8136 -1.8547
C 2.8643 2.7951 -4.9988
H -2.4388 1.8236 -0.8112
H -2.3076 3.7062 -1.1239
H -0.8812 2.6830 -0.8503
H -0.1208 5.1529 -4.0461
H 1.3212 4.4889 -3.1933
H -0.2200 4.6649 -2.2954
H -1.7283 3.1464 -5.5443
H -1.4087 1.4472 -5.5993
H -0.1418 2.6341 -6.0435
H -2.0002 0.2549 -3.8140
H -1.5820 -1.0091 -2.5358
H -1.8834 -1.4922 -4.2069
H 1.0617 -1.8776 -2.1665
H 2.3098 -1.9635 -3.6131
H 0.7020 -2.7415 -3.6896
H 0.0689 -0.0601 -6.4678
H 0.6319 -1.6551 -5.8315
H 1.8240 -0.2447 -6.1215
H 3.9775 0.0798 -2.5351
H 4.7936 1.0700 -3.6628
H 3.7618 -0.2333 -4.2648
H 2.3539 3.6086 -1.6519
H 4.0225 3.2611 -2.0678
H 3.1776 2.1523 -1.0282
H 2.9852 2.2473 -5.9291
H 3.8265 3.3192 -4.8196
H 2.1666 3.5634 -5.1935
O -1.9338 -1.9194 0.9035
C -1.2871 -0.9094 0.6788
O -0.5029 -0.7467 -0.3118
C -1.6216 0.3924 1.4769
C -2.8816 0.3322 2.0059
C -3.3181 1.3678 2.7979
C -2.4613 2.4072 3.2168
C -1.2359 2.4284 2.5802
C -0.7453 1.4820 1.6374
O 0.3890 1.6658 1.0712
N -0.4433 3.6402 2.8449
O -0.3081 4.4522 1.9427
O 0.0100 3.8194 3.9685
N -4.7000 1.4580 3.3015
O -5.0959 2.4753 3.8257
O -5.4211 0.4796 3.0922
H -3.6106 -0.4737 1.8105
H -2.7410 3.2337 3.9158
O -3.5822 -6.9016 2.9465
C -3.7743 -5.8687 2.3407
C -5.0150 -5.4955 1.5302
C -5.8132 -4.3697 2.3537
C -5.0340 -3.2407 2.9103
C -4.1254 -3.7201 4.0719
C -2.7197 -4.0438 3.5598
N -2.8809 -4.8114 2.3038
H -5.5703 -6.4380 1.4105
H -4.6838 -5.1195 0.5627
H -6.2992 -4.8442 3.1881
H -6.6639 -4.0588 1.8067
H -5.7852 -2.5079 3.2814
H -4.4715 -2.7587 2.1753
H -4.5645 -4.6220 4.5472
H -4.1416 -3.0449 4.8900
H -2.0028 -4.4558 4.3029
H -2.2664 -3.0773 3.3365
H -3.1593 -4.1297 1.6071
*
```

Results of the Mulliken charge analysis, in e, for atoms 1 through 2: 5.500 -1.202

***

Density functional theory data (ωB97M-V with the def2-TZVPD basis set) for the molecule C4H7NOS2 in a non-equilibrium geometry.

Output
maximum force = 4.59 eV/A
LUMO = -0.4584 eV
gap between HOMO and LUMO = 8.4472 eV
SMILES = CN(C=S)CC(O)=S
energy above the lowest of the compared OMol25 structures with the same formula, charge and spin = 85.20 kcal per mole

Geometry as ORCA input:
```
! RIJCOSX wB97M-V def2-TZVPD def2/J DEFGRID3
* xyz 0 1
C -0.2818 -1.5389 0.2236
N -0.5584 -0.0745 0.0638
C -1.7056 0.6102 0.4879
S -3.0174 -0.0388 1.3207
C 0.3030 0.4305 -0.9543
C 1.6905 0.8724 -0.2684
O 1.5175 0.5820 1.0699
S 3.0565 1.5517 -0.8657
H -0.6085 -1.9584 -0.8333
H 0.9175 -1.5214 0.5806
H -1.0649 -1.6877 1.1195
H -1.4181 1.7732 0.3351
H 0.5470 -0.2573 -1.7394
H -0.0587 1.3753 -1.5511
H 0.6813 -0.1182 1.0111
*
```

Results of the Mulliken charge analysis, in e, for atoms 1 through 2: -0.689 -0.209

***

Density functional theory data (ωB97M-V with the def2-TZVPD basis set) for C42H47AuBrN3P2Si2 as an isolated structure.

Output
maximum force = 0.66 eV/A
LUMO = 0.0016 eV
gap between HOMO and LUMO = 7.5178 eV
energy above the lowest of the compared OMol25 structures with the same formula, charge and spin = 0.00 kcal per mole

Geometry as ORCA input:
```
! RIJCOSX wB97M-V def2-TZVPD def2/J DEFGRID3
* xyz 0 1
Au -0.0591 -1.1313 -0.1786
C 4.2277 -1.8354 1.0598
Si 3.4351 -1.5491 -0.6066
C 3.1035 -3.2148 -1.3543
C 4.6357 -0.6949 -1.7596
N 1.9877 -0.6149 -0.4369
P 1.5975 0.9817 -0.4898
C -0.0396 1.0047 -0.1992
P -1.6949 1.0084 -0.3719
N -2.0926 -0.5832 -0.2658
Si -3.5476 -1.5199 -0.2322
C -3.6402 -2.4673 1.3654
C -3.6455 -2.7151 -1.6551
C -5.0338 -0.3948 -0.3476
C -2.5359 1.9200 0.9634
C -1.9592 1.8491 2.2343
C -2.5744 2.4498 3.3227
C -3.7708 3.1363 3.1480
C -4.3481 3.2130 1.8886
C -3.7366 2.6046 0.8011
C -2.2944 1.7421 -1.9188
C -2.5831 0.9122 -2.9994
C -2.8915 1.4571 -4.2395
C -2.9020 2.8353 -4.4072
C -2.6031 3.6679 -3.3362
C -2.2976 3.1246 -2.0974
C 2.1250 1.6953 -2.0726
C 1.6738 1.0500 -3.2274
C 1.9669 1.5653 -4.4781
C 2.7104 2.7373 -4.5871
C 3.1528 3.3867 -3.4457
C 2.8595 2.8691 -2.1893
C 2.5029 1.9265 0.7835
C 1.7745 2.6640 1.7130
C 2.4208 3.3499 2.7342
C 3.8040 3.2999 2.8342
C 4.5407 2.5750 1.9046
C 3.8937 1.8973 0.8819
H 5.1490 -2.4171 0.9505
H 3.5470 -2.4097 1.6955
H 4.4738 -0.9063 1.5794
H 4.0707 -3.7100 -1.4999
H 2.6159 -3.1379 -2.3295
H 2.4872 -3.8524 -0.7171
H 5.4899 -1.3572 -1.9302
H 5.0270 0.2606 -1.4049
H 4.1580 -0.5109 -2.7263
H -2.7955 -3.1550 1.4653
H -4.5632 -3.0547 1.4111
H -3.6381 -1.7802 2.2166
H -2.8106 -3.4199 -1.6634
H -3.6782 -2.2010 -2.6196
H -4.5722 -3.2917 -1.5587
H -5.1802 0.1883 0.5646
H -5.9270 -1.0080 -0.5010
H -4.9597 0.2943 -1.1934
H -1.0267 1.3077 2.3553
H -2.1211 2.3823 4.3043
H -4.2526 3.6112 3.9936
H -5.2802 3.7472 1.7517
H -4.2002 2.6656 -0.1759
H -2.5574 -0.1619 -2.8641
H -3.1202 0.8062 -5.0741
H -3.1402 3.2621 -5.3733
H -2.6063 4.7427 -3.4675
H -2.0585 3.7790 -1.2663
H 1.0890 0.1409 -3.1333
H 1.6166 1.0588 -5.3683
H 2.9409 3.1423 -5.5643
H 3.7273 4.3006 -3.5293
H 3.2079 3.3853 -1.3032
H 0.6944 2.6786 1.6330
H 1.8436 3.9171 3.4537
H 4.3109 3.8272 3.6328
H 5.6207 2.5394 1.9770
H 4.4770 1.3402 0.1596
Br -0.2628 -7.8680 -0.6290
C -0.2122 -5.9735 -0.4932
C -0.2730 -5.2063 -1.6432
C -0.2315 -3.8210 -1.5338
C -0.1303 -3.1829 -0.2968
C -0.0797 -3.9929 0.8413
C -0.1169 -5.3820 0.7545
H -0.3484 -5.6837 -2.6119
H -0.2782 -3.2326 -2.4450
H 0.0051 -3.5354 1.8223
H -0.0714 -5.9941 1.6461
C 0.6695 -0.4546 5.5193
C -0.5243 -0.9734 5.0393
C -0.6439 -1.2038 3.6775
N 0.3344 -0.9545 2.8049
C 1.4777 -0.4597 3.2778
C 1.6909 -0.1913 4.6219
H 0.7991 -0.2584 6.5765
H -1.3495 -1.1957 5.7030
H -1.5647 -1.5987 3.2589
H 2.2512 -0.2610 2.5424
H 2.6381 0.2175 4.9484
*
```

Results of the Mulliken charge analysis, in e, for atoms 1 through 2: 1.657 -1.030

***

Density functional theory data (ωB97M-V with the def2-TZVPD basis set) for C25H35BeN4SeSi as an isolated structure in a non-equilibrium geometry.

Output
maximum force = 3.10 eV/A
LUMO = 2.6194 eV
gap between HOMO and LUMO = 6.2114 eV

Geometry as ORCA input:
```
! RIJCOSX wB97M-V def2-TZVPD def2/J DEFGRID3
* xyz -1 1
Be 1.7731 1.2039 15.7119
C 4.1808 1.4136 18.5586
C 2.6162 1.1553 18.7832
C 1.7399 2.3363 18.4160
N 1.7947 2.4741 16.9605
C 1.6974 3.6557 16.3659
C 1.5342 4.8640 17.0784
C 1.2979 6.1385 16.6794
C 1.3456 6.7219 15.3906
C 1.3750 6.0204 14.2181
C 1.3424 4.6738 14.0247
C 1.4443 3.5239 14.8865
N 1.3783 2.2898 14.5425
C 0.5220 1.8166 13.4720
C -0.7911 1.3591 14.1844
C -0.5728 0.0016 14.8695
N 0.7763 -0.1406 15.4512
C 1.4101 -1.2856 15.4692
C 0.7643 -2.5439 15.2430
C 1.2223 -3.8171 15.1843
C 2.5311 -4.3119 15.3056
C 3.6560 -3.5672 15.6983
C 3.7894 -2.1827 15.8377
C 2.8287 -1.1600 15.7822
N 3.1534 0.1156 15.9097
C 4.5482 0.4734 16.2481
C 4.8625 0.3447 17.7351
H 4.6288 1.4118 19.5496
H 4.4177 2.4009 18.1526
H 2.5546 0.9709 19.8063
H 2.3365 0.2550 18.2826
H 2.1291 3.2002 18.9310
H 0.7069 2.2262 18.7105
H 1.3644 4.6433 18.1424
H 1.0144 6.8411 17.4245
H 1.1579 7.7909 15.3278
H 1.3896 6.6185 13.3137
H 1.2817 4.4013 12.9816
H 0.9798 1.0016 12.9060
H 0.3247 2.6158 12.7283
H -1.5057 1.1467 13.4203
H -1.1314 2.0527 14.9420
H -0.6425 -0.7946 14.0991
H -1.3853 -0.2192 15.6215
H -0.3103 -2.4687 15.0629
H 0.5062 -4.5965 14.9703
H 2.6533 -5.3867 15.2835
H 4.5357 -4.1989 15.8944
H 4.7934 -1.8577 16.1770
H 4.6558 1.5326 15.9307
H 5.2970 -0.0871 15.6707
H 5.9713 0.4079 17.7712
H 4.7303 -0.6347 18.2063
C -0.9622 -0.8270 19.1498
Si -2.5597 -0.0259 18.5056
C -3.3687 -1.2139 17.2616
C -3.7672 -0.1275 19.9585
Se -1.9877 1.9659 17.7233
H -1.0075 -1.8777 19.4426
H -0.6105 -0.2207 19.9476
H -0.2493 -0.7745 18.3640
H -3.6503 -2.1416 17.7749
H -2.8004 -1.5095 16.3897
H -4.2312 -0.6180 16.9450
H -3.7191 -1.0369 20.5401
H -4.7754 0.0622 19.6440
H -3.5316 0.7388 20.6169
*
```

Results of the Mulliken charge analysis, in e, for atoms 1 through 2: -1.262 -0.956

***

Density functional theory data (ωB97M-V with the def2-TZVPD basis set) for C28H31EuN2O10P3 as an isolated structure in a non-equilibrium geometry.

Output
maximum force = 4.01 eV/A
LUMO (spin up / spin down) = 0.0859 / 0.0833 eV
gap between HOMO and LUMO (spin up / spin down) = 3.7416 / 7.3050 eV

Geometry as ORCA input:
```
! RIJCOSX wB97M-V def2-TZVPD def2/J DEFGRID3
* xyz 0 8
Eu -0.2566 0.7800 -0.5989
N 2.5573 2.1972 0.7792
P 2.4796 0.4728 0.9556
C 3.7248 0.2324 2.2771
C 3.5004 0.3793 3.6424
C 4.5294 0.1376 4.5391
C 5.7792 -0.2531 4.0823
C 6.0093 -0.4052 2.7231
C 4.9820 -0.1692 1.8255
C 0.9052 0.2720 1.9084
C 0.5866 -1.0292 2.3080
C -0.6498 -1.3218 2.8561
C -1.5927 -0.3140 3.0050
C -1.2793 0.9909 2.6556
C -0.0345 1.2957 2.1070
C 2.4629 2.6934 -0.5078
C 2.9886 3.9345 -0.8782
C 2.8878 4.3260 -2.1961
C 2.2975 3.4649 -3.1183
C 1.7843 2.2676 -2.6632
N 1.8372 1.8908 -1.3813
H 3.0911 2.7485 1.4364
H 2.5229 0.6722 4.0013
H 4.3556 0.2490 5.6004
H 6.5724 -0.4501 4.7897
H 6.9811 -0.7184 2.3662
H 5.1385 -0.2997 0.7610
H 1.3319 -1.8094 2.1983
H -0.8866 -2.3342 3.1530
H -2.5674 -0.5465 3.4121
H -1.9876 1.7861 2.8502
H 0.2325 2.3310 1.9174
H 3.4659 4.5609 -0.1378
H 3.2733 5.2865 -2.5080
H 2.2369 3.7265 -4.1645
H 1.3148 1.5592 -3.3385
C -5.2029 -4.2326 -0.1357
O -3.9775 -4.9295 -0.2056
C -2.8336 -4.2184 -0.2579
C -1.6503 -4.9696 -0.4455
C -0.4583 -4.3230 -0.5708
C -0.3433 -2.9135 -0.5109
C 0.9070 -2.2608 -0.7553
C 2.1779 -3.0723 -0.8428
O 1.0083 -1.0239 -0.9010
C -1.5307 -2.1499 -0.2420
O -1.5246 -0.8757 -0.0593
C -2.7577 -2.8506 -0.1378
H -5.9766 -4.9928 -0.2181
H -5.2973 -3.5195 -0.9595
H -5.3114 -3.7023 0.8138
H -1.7136 -6.0456 -0.5095
H 0.4299 -4.9130 -0.7416
H 2.3463 -3.6295 0.0789
H 3.0127 -2.3969 -1.0077
H 2.1212 -3.7858 -1.6632
H -3.6376 -2.2517 0.0474
C -4.3635 2.4254 -1.7206
C -2.9642 1.9420 -1.3927
O -2.8690 1.3692 -0.0952
P -2.4009 0.7019 -2.6501
O -3.3736 -0.5254 -2.3629
O -2.8720 1.1296 -4.1071
O -0.9619 0.3340 -2.6162
P -1.7077 3.3318 -1.3778
O -1.1455 3.0781 -2.9234
O -2.2831 4.6768 -1.3061
O -0.6187 2.8776 -0.4386
H -5.0925 1.6242 -1.5852
H -4.4065 2.7761 -2.7506
H -4.6154 3.2621 -1.0711
H -3.4460 0.5915 -0.0474
H -3.8794 -0.8201 -3.1277
H -2.2382 1.7322 -4.5137
H -1.1244 3.9459 -3.3471
*
```

Results of the Mulliken charge analysis, in e, for atoms 1 through 2: -0.186 -0.051

***

Density functional theory data (ωB97M-V with the def2-TZVPD basis set) for a 2-piece molecular cluster, C3H8O overall in a non-equilibrium geometry.

Output
maximum force = 4.36 eV/A
LUMO (spin up / spin down) = 0.8373 / -0.6249 eV
gap between HOMO and LUMO (spin up / spin down) = 7.9557 / 11.0400 eV

Geometry as ORCA input:
```
! RIJCOSX wB97M-V def2-TZVPD def2/J DEFGRID3
* xyz 0 3
C -1.6297 0.5795 0.0138
C -0.8350 -0.7742 -0.0703
C 2.2369 -0.4256 -0.1151
O 2.7343 0.7064 0.2842
H -0.8849 1.3635 0.1571
H -2.1262 0.7168 -0.8363
H -2.4524 0.5615 0.7217
H -0.5186 -0.9424 -1.0542
H -1.4165 -1.5704 0.2207
H 0.1398 -0.6602 0.4184
H 1.6640 -0.2145 -0.9406
H 3.0883 0.6597 1.2007
*
```

Results of the Mulliken charge analysis, in e, for atoms 1 through 2: -0.869 -0.786

***

Density functional theory data (ωB97M-V with the def2-TZVPD basis set) for C25H26FFeN3O8 as an isolated structure.

Output
maximum force = 0.36 eV/A
LUMO (spin up / spin down) = -1.9033 / -1.9033 eV
gap between HOMO and LUMO (spin up / spin down) = 5.1156 / 4.2019 eV
energy above the lowest of the compared OMol25 structures with the same formula, charge and spin = 27.05 kcal per mole

Geometry as ORCA input:
```
! RIJCOSX wB97M-V def2-TZVPD def2/J DEFGRID3
* xyz 0 5
Fe 1.5947 0.3835 3.2202
O 4.4195 2.3848 1.0952
C 3.8741 1.7189 1.9617
O 2.8312 0.9807 1.7855
C 4.4921 1.6819 3.3788
C 4.6258 0.2258 3.8606
C 5.6412 0.1291 4.9992
C 4.8411 0.7397 6.1752
C 3.5196 1.0876 5.4932
O 3.3736 0.0003 4.5482
C 3.6824 2.3107 4.5746
C 2.3156 2.9598 4.2638
O 2.2319 4.1768 4.2567
O 1.3325 2.1419 4.0817
H 5.4668 2.1621 3.3064
H 4.7266 -0.5107 3.0668
H 6.5526 0.6790 4.7676
H 5.9076 -0.9086 5.1966
H 5.3153 1.6182 6.6105
H 4.6825 0.0072 6.9659
H 2.6409 1.1163 6.1326
H 4.2913 3.0789 5.0495
F -1.6421 2.8478 -2.2479
C -1.6413 1.5730 -1.7947
C -1.1007 1.2805 -0.5732
C -1.1479 -0.0314 -0.1029
C -0.5259 -0.3132 1.2067
O -0.0249 0.6231 1.8260
C -0.5716 -1.6889 1.6323
C -1.1912 -2.5938 0.8412
N -1.7367 -2.3399 -0.3860
C -2.3775 -3.3960 -1.1207
C -1.7306 -3.8937 -2.3857
C -1.7281 -4.7441 -1.1497
C -1.7276 -1.0451 -0.8761
C -2.2462 -0.7234 -2.1359
C -2.2004 0.5826 -2.5996
N -2.7237 0.8635 -3.8986
C -2.0448 1.8416 -4.7259
C -2.5686 1.6726 -6.1667
N -3.2774 0.3536 -6.2363
C -4.5358 0.3816 -5.4136
C -4.1643 0.9695 -4.0376
C 0.0346 -2.2103 2.9370
O -0.2813 -3.3465 3.2708
O 0.8636 -1.4472 3.5252
H -0.6378 2.0425 0.0400
H -1.2619 -3.6120 1.1991
H -3.4618 -3.3661 -1.0871
H -0.7926 -3.4311 -2.6596
H -2.3747 -4.1759 -3.2079
H -0.7873 -4.8538 -0.6315
H -2.3775 -5.6055 -1.1088
H -2.6596 -1.4935 -2.7717
H -0.9724 1.6529 -4.6787
H -2.2181 2.8763 -4.4153
H -1.7732 1.6758 -6.9082
H -3.3061 2.4270 -6.4362
H -2.6604 -0.3388 -5.8004
H -3.4703 0.0760 -7.1968
H -4.8932 -0.6447 -5.3491
H -5.2625 0.9832 -5.9566
H -4.6505 0.3990 -3.2503
H -4.5086 2.0093 -3.9594
*
```

Results of the Mulliken charge analysis, in e, for atoms 1 through 2: 0.975 -0.757

***

> The highest maximum force belongs to which entry?

C4H7NOS2